[1]
Entry from the OMol25 dataset: a 6-piece molecular cluster, C32H79Cl2N5 overall at a distorted geometry (ωB97M-V/def2-TZVPD).

Structure (XYZ):
```
118
Properties=species:S:1:pos:R:3:forces:R:3:mulliken_charge:R:1
H -5.625932 -6.824178 -0.609941 -0.096 -1.535 -0.178 0.394
H 0.023068 1.110822 -5.361941 0.973 -0.787 0.380 0.264
C 1.071068 3.860822 0.357059 2.707 -0.249 3.979 -1.014
C 1.612068 -1.468178 0.527059 0.460 -3.783 3.676 -0.730
C 1.302068 2.362822 0.766059 1.845 3.493 1.293 -1.075
H 0.478068 -2.920178 -2.997941 -1.002 -0.937 1.956 0.236
H 0.164068 2.426822 -3.586941 0.990 -0.060 0.828 0.253
H 2.778068 -0.496178 5.849059 -2.800 -2.144 3.353 0.429
H 3.117068 4.469822 -6.145941 -0.552 -0.842 0.007 0.329
H -0.362932 7.448822 0.330059 1.047 -0.896 -1.329 0.293
H -0.977932 5.741822 2.028059 -3.011 1.568 0.948 0.858
H -1.244932 1.696822 -2.103941 -0.902 -1.631 0.243 -0.304
H -4.875932 -3.433178 2.114059 0.121 0.137 -1.489 0.407
H 1.572068 3.522822 -3.360941 -0.180 1.396 0.348 0.562
H -6.651932 -4.005178 0.206059 -0.876 1.479 -0.543 0.437
C -5.919932 -6.224178 -1.480941 4.497 -2.473 6.207 -0.906
C -1.248932 4.059822 0.026059 2.781 -0.649 -0.802 0.527
H 5.336068 -0.371178 6.854059 0.279 -0.778 -1.679 0.229
H -5.414932 -6.695178 -2.268941 0.335 -0.219 -1.453 0.565
H 0.497068 1.721822 0.636059 -1.010 -1.515 -0.973 0.052
H 2.188068 -0.573178 0.270059 -0.476 -0.088 0.369 0.192
C -4.582932 -3.619178 1.034059 -0.222 -2.385 0.123 -1.081
N -0.159932 -0.615178 -0.867941 -3.037 2.768 2.658 0.674
H -2.583932 3.420822 1.632059 0.283 0.256 0.229 0.091
H 1.786068 -0.444178 3.461059 1.240 0.185 1.747 -0.067
C 6.291068 0.741822 5.284059 4.390 -1.881 2.422 -1.334
Cl -0.407932 1.463822 6.642059 -0.179 -0.183 -0.603 -0.209
C 0.085068 -1.408178 0.310059 2.747 2.877 -0.206 -0.675
H -1.613932 0.473822 0.142059 -0.401 -0.260 0.110 -0.036
H -1.958932 0.249822 -2.848941 -0.587 -1.226 -2.308 0.773
H 3.136068 2.309822 -3.857941 0.832 -0.563 -0.194 0.410
C 2.259068 1.733822 -4.114941 -1.168 -0.388 0.631 -0.772
C -1.169932 0.526822 5.266059 -3.447 2.305 2.248 -0.541
C 0.008068 -1.293178 -2.060941 -7.334 -2.435 3.560 -2.693
C 4.066068 -2.241178 4.912059 7.883 -0.394 -4.698 -0.579
H -4.466932 -3.316178 -1.778941 1.973 3.786 2.023 0.670
C 0.480068 6.711822 0.566059 -5.039 5.129 3.176 -1.373
H 5.819068 1.569822 5.698059 -0.943 1.669 0.082 0.380
H -3.361932 3.594822 0.053059 1.105 0.095 0.638 0.391
C -0.164932 5.698822 1.422059 6.532 -2.366 2.248 -1.155
C 4.167068 -2.995178 6.051059 -3.902 -2.308 7.249 -1.209
H -0.927932 2.156822 4.085059 0.844 0.693 -1.179 0.215
H -7.834932 -7.366178 -1.480941 1.779 3.272 0.243 0.244
H -3.038932 5.052822 0.843059 0.993 -0.925 0.563 0.402
H 2.846068 2.301822 -7.473941 0.572 -1.005 1.281 0.396
H -3.596932 -4.266178 1.101059 -1.882 1.625 -0.614 0.216
H 4.366068 3.719822 -5.206941 -0.473 -0.566 -0.017 0.316
H 1.556068 2.363822 1.820059 -0.677 0.199 0.710 0.476
H 3.379068 -2.453178 4.239059 -4.117 -0.857 -2.538 0.370
H -0.212932 -0.784178 -2.896941 -2.667 1.784 -2.931 1.691
C -5.703932 -4.464178 0.293059 1.268 -2.835 2.735 -0.633
H -8.054932 -5.557178 -0.992941 1.439 -0.112 0.599 0.295
H 0.518068 0.029822 -7.555941 -0.730 -1.519 -0.017 0.383
H 1.165068 3.983822 -0.648941 -0.493 0.199 -3.311 0.424
H 5.020068 -2.750178 4.197059 -1.996 0.927 1.384 0.343
H 2.084068 4.417822 0.656059 -2.224 -0.802 0.189 0.429
H -3.236932 -4.963178 -2.590941 1.802 -0.199 -0.546 0.393
H 3.735068 0.886822 5.828059 -0.575 -0.922 -1.541 0.407
H 1.527068 2.071822 -2.027941 -1.620 1.717 -3.508 -0.119
H 1.123068 6.453822 -0.173941 1.719 -0.793 -2.010 0.426
C -1.936932 0.774822 -1.973941 0.783 3.572 3.603 -1.280
H -0.859932 3.043822 -0.291941 -1.457 0.808 -0.088 -0.424
C -2.555932 4.031822 0.736059 -3.067 0.646 -1.911 -1.264
Cl -2.034932 0.472822 2.722059 -0.020 0.830 0.888 -0.129
C 3.183068 2.196822 -6.388941 -11.484 11.567 -4.021 -0.954
H -2.557932 2.114822 4.461059 -0.550 -0.631 0.256 0.478
H 0.856068 -1.080178 -2.168941 13.623 1.269 -1.736 1.485
C 2.465068 0.324822 4.003059 -2.862 1.263 -0.667 -0.621
N 4.443068 -0.905178 4.837059 1.657 3.802 2.077 0.267
H -0.372932 -0.917178 1.156059 0.221 0.737 0.175 -0.042
C -0.234932 -2.704178 -2.077941 1.250 -0.871 -6.407 -2.215
C 3.358068 -0.007178 5.214059 1.103 2.200 -2.277 -0.854
C -7.283932 -6.196178 -1.465941 -8.934 -2.770 -5.239 -0.928
H -2.107932 -0.951178 -0.881941 -2.174 -1.681 0.727 0.799
H 3.731068 1.567822 -6.163941 10.151 -10.954 2.693 0.753
C 3.761068 3.575822 -6.121941 1.858 1.779 -0.073 -1.279
N -0.129932 4.384822 0.960059 -1.472 -2.141 -1.819 0.428
H -4.451932 -5.482178 -3.813941 -0.386 -1.178 0.680 0.440
H 4.520068 3.863822 -6.896941 -0.496 -0.660 0.279 0.405
H -0.442932 -0.053178 4.858059 1.817 -2.002 -0.902 0.283
H 0.668068 5.628822 2.270059 -1.512 -0.068 -0.838 0.376
H -1.159932 4.718822 -0.931941 -0.645 -0.823 1.428 0.210
H -4.119932 -3.952178 -3.997941 1.339 0.390 0.974 0.351
C -4.976932 -4.131178 -1.997941 -4.775 -3.923 -4.078 -0.725
H -0.372932 -2.323178 0.385059 -0.975 -2.743 -0.445 0.967
H 3.151068 -2.904178 6.657059 1.512 0.458 -0.448 0.228
H -0.213932 -3.377178 -1.329941 1.301 -1.652 2.932 0.585
H 2.339068 0.633822 -3.622941 -0.002 1.950 -1.736 0.011
C -1.525932 -0.100178 -0.774941 1.574 1.707 -1.343 -0.594
H 7.467068 0.814822 5.749059 -3.191 -0.352 -0.905 0.294
H 0.463068 1.778822 -6.762941 -1.090 1.565 -0.810 0.360
H -2.050932 0.076822 5.739059 0.782 -0.810 -0.148 0.391
C -1.721932 1.468822 4.225059 0.742 -0.126 -0.434 -0.468
H 4.023068 -4.048178 5.944059 0.722 -0.873 -0.756 0.473
C 5.633068 -0.549178 5.739059 -0.719 -1.046 0.210 -0.420
C -4.073932 -4.700178 -3.177941 -2.743 1.341 0.014 -1.474
C 0.908068 1.160822 -6.022941 -1.733 6.007 -0.162 -0.392
H 1.581068 1.135822 4.284059 2.700 -1.453 -0.804 0.121
C 1.225068 2.533822 -3.235941 1.096 -3.265 2.091 -0.591
H 6.500068 0.724822 4.264059 -0.242 0.414 -1.851 0.403
H 6.296068 -1.452178 5.660059 -0.281 1.038 0.235 0.462
H 4.911068 -2.815178 6.839059 0.134 0.132 -0.806 0.255
H -5.972932 -5.133178 1.215059 0.449 -0.379 -2.288 0.288
H -2.897932 1.220822 -1.615941 0.336 -0.449 -1.013 0.358
H 2.193068 -2.420178 0.114059 -1.472 1.977 0.440 0.308
N -5.250932 -5.120178 -0.974941 2.889 4.652 1.132 0.262
H 0.846068 7.361822 1.372059 1.317 0.131 -0.837 0.386
H 1.488068 -0.635178 -6.191941 -0.176 -4.755 2.460 0.499
H -7.414932 -5.924178 -2.574941 -1.260 -0.151 1.011 0.273
H -4.610932 -2.766178 0.405059 1.329 1.430 0.148 0.298
H -1.132932 -2.974178 -2.528941 -2.200 -0.110 -0.873 0.661
N 1.966068 1.942822 -5.570941 2.036 1.450 4.510 0.345
H 3.087068 0.553822 3.134059 -0.037 0.997 0.236 0.417
H 2.105068 -0.030178 -7.384941 3.078 1.651 -1.691 0.534
H 2.314068 2.199822 0.457059 0.285 -1.365 -1.385 0.501
H 1.591068 -1.749178 1.786059 0.904 1.079 -3.401 -0.123
H -6.044932 -3.830178 -2.442941 2.001 0.081 0.542 0.226
C 1.284068 0.114822 -6.802941 -1.855 -3.746 -3.316 -1.745
```
Forces are in eV/Å.

Computed properties:
Energy above the lowest of the compared OMol25 structures with the same formula, charge and spin = 437.4 kcal/mol
E_tot = -2459.9571 Ha
Total charge = 0
Lowest unoccupied orbital energy = 0.023 Ha
Strongest force on any atom = 16.79 eV Å⁻¹

[2]
Entry from the OMol25 dataset: C32H7BrF15GeInNO6S as an isolated structure (ωB97M-V/def2-TZVPD).

Structure (XYZ):
```
65
Properties=species:S:1:pos:R:3:forces:R:3:nbo_charge:R:1
F -0.997730 -1.657662 4.289921 0.022 -0.002 0.007 -0.293
C -1.621741 3.234288 3.331462 0.033 0.087 0.065 -0.179
C -0.597046 -6.622353 -2.305023 -0.035 -0.128 -0.051 0.292
C 3.248890 -2.960814 -0.701965 0.032 0.008 0.022 0.408
F -0.172353 -3.400275 -3.794580 0.010 0.036 0.068 -0.290
C 1.822625 5.617090 -2.881386 -0.003 0.025 -0.029 -0.158
C 0.025564 -4.006302 -1.507617 0.008 0.019 -0.074 -0.531
Ge 0.402879 -2.187898 -0.843559 -0.125 0.017 0.096 1.408
C -3.057479 -1.215508 1.364053 -0.029 -0.069 0.031 0.246
H -2.356132 4.031964 5.190091 0.001 0.000 -0.004 0.225
C -0.854097 -1.962565 0.662467 0.001 0.050 -0.036 -0.576
C 2.256410 -2.134982 -0.202434 0.041 -0.144 -0.092 -0.575
H -0.579138 3.395400 3.575486 -0.014 -0.006 -0.018 0.227
C 0.457991 5.354111 -2.848469 0.049 0.039 -0.017 -0.210
C -0.228757 -4.323208 -2.833061 -0.002 0.035 -0.016 0.369
F 0.711969 -2.405237 2.393468 0.032 -0.016 -0.093 -0.314
C -4.296345 2.844252 2.671334 0.017 0.009 -0.026 -0.229
H -3.549145 2.022931 0.828731 -0.004 0.005 0.032 0.246
F -3.506090 -0.870926 3.644266 0.000 0.025 0.010 -0.287
C 2.254526 3.425419 -2.075821 -0.210 -0.056 -0.027 0.127
C -2.653412 -1.219848 2.682473 -0.087 0.032 0.054 0.307
C -0.502303 -1.992332 2.002641 0.027 -0.028 -0.017 0.422
O 4.317808 2.384029 -1.614717 -0.054 -0.096 0.042 -0.642
F -4.304171 -0.849645 1.055175 -0.004 0.014 -0.028 -0.292
C 0.048969 4.103353 -2.426797 0.167 -0.137 -0.030 0.132
C -3.937393 3.401226 3.887901 -0.003 -0.023 -0.013 -0.076
C 3.104497 2.278340 -1.537673 -0.012 -0.033 0.059 0.756
F 2.963554 -3.951044 -1.565111 -0.114 0.008 0.000 -0.317
F 1.767924 -0.270148 1.145676 -0.064 -0.028 -0.023 -0.306
C -2.161248 -1.593445 0.383468 -0.064 -0.065 0.005 0.431
Br -5.297150 3.908220 5.114996 0.017 -0.010 -0.020 0.034
C -1.962819 2.660119 2.117121 0.038 -0.112 0.001 -0.062
In 0.211466 1.392809 -1.068660 0.166 -0.160 -0.271 1.772
H 3.807505 4.820835 -2.484771 -0.003 0.005 0.003 0.245
C -3.298397 2.464400 1.785967 -0.035 -0.076 0.058 -0.189
N 0.949298 3.190893 -2.084542 0.003 0.226 0.050 -0.530
C 4.943381 -1.794620 0.505850 0.144 -0.043 0.006 0.299
F 6.222520 -1.635282 0.839653 0.013 -0.010 -0.002 -0.286
F 4.340515 0.049735 1.826784 -0.021 -0.055 0.012 -0.282
H 2.173566 6.590749 -3.201007 -0.002 -0.005 -0.001 0.214
C 2.669313 -1.131749 0.652411 -0.154 0.186 -0.014 0.440
F -0.780405 -5.881850 -4.523874 0.000 0.011 0.001 -0.289
F 5.511543 -3.630216 -0.848785 0.007 -0.016 -0.012 -0.293
C 4.577583 -2.810378 -0.356472 0.047 -0.006 0.012 0.238
C -0.027461 -5.055831 -0.605478 0.021 -0.064 -0.025 0.408
F -2.615939 -1.587443 -0.874760 0.103 -0.003 -0.017 -0.302
O -0.049446 3.029401 0.724244 -0.083 -0.173 0.159 -0.671
C 2.740981 4.649512 -2.490565 0.015 0.070 -0.043 -0.211
F -0.891143 -7.865743 -2.685172 -0.003 0.006 0.002 -0.287
C -0.540549 -5.608236 -3.239398 -0.010 -0.048 -0.037 0.255
F 0.253911 -4.856687 0.691246 -0.005 0.167 -0.006 -0.309
C -2.611528 3.597752 4.233630 0.022 0.006 -0.022 -0.249
O -2.272640 4.465440 -2.579345 -0.022 -0.055 -0.012 -0.641
H -5.338549 2.705384 2.420146 0.007 -0.001 -0.001 0.228
F -0.376061 -7.335855 -0.077208 0.000 0.003 0.013 -0.291
O -0.992001 1.039576 0.687088 -0.017 0.234 0.045 -0.783
C -1.371813 -1.618960 3.007249 -0.017 -0.005 0.060 0.237
C -0.338088 -6.349436 -0.976968 0.017 -0.042 0.047 0.239
H -0.288993 6.084637 -3.122845 0.010 0.004 0.004 0.245
C -0.917605 2.239187 1.138037 0.157 -0.006 -0.158 0.771
S 0.112196 -0.692728 -2.388610 -0.094 0.060 0.102 -0.700
C -1.405615 3.664847 -2.271275 -0.063 -0.176 0.086 0.754
O 2.424752 1.305466 -1.042624 0.053 0.135 0.143 -0.798
O -1.555847 2.472995 -1.809415 0.023 0.200 -0.114 -0.789
C 3.984518 -0.945178 1.016931 0.051 0.176 0.055 0.264
```
Forces are in eV/Å.

Computed properties:
E_tot = -8467.3442 Ha
Total charge = -1
Lowest unoccupied orbital energy = 0.076 Ha
Strongest force on any atom = 0.36 eV Å⁻¹

Which value of strongest force on any atom does entry 1 give? 16.79 eV Å⁻¹

The lowest total charge belongs to which entry? C32H7BrF15GeInNO6S

Which of these has the highest E_tot? C32H79Cl2N5